# 1
Here is the molecule C2HN5O in a non-equilibrium geometry from the OMol25 dataset. Energies are from wB97M-V/def2-TZVPD.

XYZ file:
```
9
Properties=species:S:1:pos:R:3:mulliken_charge:R:1
O -0.12553 -0.67756 -2.49558 -0.4563
C -0.22727 -0.41242 -1.21524 0.5024
N -0.46144 -1.25592 -0.01858 -0.3430
C 0.16253 -0.70595 1.00479 0.2350
N 0.89388 0.45642 1.26772 -0.1055
N 1.00076 1.50010 0.55866 -0.1175
N -0.44932 1.69084 -0.23049 -0.0292
N -0.95101 0.80794 -0.79817 -0.0285
H 0.15739 -1.40345 1.92689 0.3425
```

Output
Spin multiplicity: 1
Relative energy (zero: lowest compared OMol25 entry of this formula, charge and spin), kcal per mole: 103.5
SMILES: O=c1ncnnnn1
HOMO, eV: -9.3
Largest force on an atom, eV/A: 8.15


# 2
Here is the molecule C2HN5O in a non-equilibrium geometry from the OMol25 dataset. Energies are from wB97M-V/def2-TZVPD.

XYZ file:
```
9
Properties=species:S:1:pos:R:3:mulliken_charge:R:1
O 2.21790 0.00068 0.66831 -0.4371
C 1.27546 -0.01760 -0.05189 0.6131
N 0.68844 -1.06839 -0.75801 -0.1274
N -0.54683 -1.25994 -0.51297 -0.1583
C -1.17601 -0.42407 0.37907 0.1314
N -1.07193 0.87074 0.40617 -0.1395
N -0.28443 1.63316 -0.45471 -0.0820
N 0.83655 1.18227 -0.74663 -0.1479
H -1.93915 -0.91684 1.07066 0.3476
```

Output
Spin multiplicity: 1
Relative energy (zero: lowest compared OMol25 entry of this formula, charge and spin), kcal per mole: 68.2
SMILES: O=c1nncnnn1
HOMO, eV: -10.3
Largest force on an atom, eV/A: 2.61


# 3
Here is the molecule C2HN5O2 in a non-equilibrium geometry from the OMol25 dataset. Energies are from wB97M-V/def2-TZVPD.

XYZ file:
```
10
Properties=species:S:1:pos:R:3:mulliken_charge:R:1
O 2.49631 -1.30678 0.00220 -0.5274
C 1.63615 -0.47539 -0.00481 0.7069
O 1.82941 0.84555 -0.01204 -0.1672
N 0.64622 1.60730 0.00231 -0.4393
C -0.27393 0.69050 -0.01120 0.2662
N -1.61516 0.46968 -0.00186 0.0624
N -1.86554 -0.87664 -0.01710 -0.2328
N -0.73407 -1.51247 0.00635 -0.4766
N 0.23188 -0.59714 -0.01359 0.5649
H -2.35127 1.15540 0.04975 0.2428
```

Output
Spin multiplicity: 1
Relative energy (zero: lowest compared OMol25 entry of this formula, charge and spin), kcal per mole: 0.0
SMILES: O=c1onc2[nH]nnn12
HOMO, eV: -9.6
Largest force on an atom, eV/A: 2.53


# 4
Here is a cluster of 2 separate species, C2HN5O2S in total in a non-equilibrium geometry from the OMol25 dataset. Energies are from wB97M-V/def2-TZVPD.

XYZ file:
```
11
Properties=species:S:1:pos:R:3:mulliken_charge:R:1
C -2.08998 -2.51734 0.64691 0.3947
C 0.36473 -0.55738 -0.52399 -0.0773
N -2.95633 -2.91644 1.24083 -0.3033
N 0.52520 -1.70762 -1.27939 -0.3046
N -0.32619 -2.48925 -0.93662 -0.3593
N -0.98949 -1.96321 0.06760 0.6658
N -0.66839 -0.70199 0.24003 -0.4294
O -2.04578 2.13002 1.26474 -0.4130
O -2.94571 0.39162 -0.08640 -0.3955
S -2.55606 0.81185 1.25224 0.8216
H 0.60938 0.42678 -0.79075 0.4004
```

Output
Spin multiplicity: 1
Relative energy (zero: lowest compared OMol25 entry of this formula, charge and spin), kcal per mole: 7.3
HOMO, eV: -11.6
Largest force on an atom, eV/A: 5.27


# 5
Here is the molecule C2HN5S in a non-equilibrium geometry from the OMol25 dataset. Energies are from wB97M-V/def2-TZVPD.

XYZ file:
```
9
Properties=species:S:1:pos:R:3:mulliken_charge:R:1
N 0.24061 1.66784 2.63294 -0.2906
C 0.11106 1.05076 1.67878 0.3688
N -0.16503 0.42949 0.52614 0.5508
N -1.43857 0.31804 0.10298 -0.3838
N -1.46916 -0.44167 -0.91319 -0.2720
C -0.24775 -0.84761 -1.19423 0.0119
N 0.65812 -0.29822 -0.35086 -0.2044
S 2.26150 -0.34399 -0.52704 -0.2200
H 0.04921 -1.53465 -1.95553 0.4394
```

Output
Spin multiplicity: 1
Relative energy (zero: lowest compared OMol25 entry of this formula, charge and spin), kcal per mole: 18.3
SMILES: N#Cn1nnc[n+]1[S-]
HOMO (spin up / spin down), eV: -9.0 / -9.0
Largest force on an atom, eV/A: 2.21


# 6
Here is a cluster of 2 separate species, C2HNO2 in total in a non-equilibrium geometry from the OMol25 dataset. Energies are from wB97M-V/def2-TZVPD.

XYZ file:
```
6
Properties=species:S:1:pos:R:3:mulliken_charge:R:1
C -0.47149 1.05653 0.83996 0.5082
C 0.43168 -0.91647 -0.80977 0.3279
N -0.38671 1.43144 1.92663 -0.4819
O 0.99152 -1.39584 0.05970 -0.1523
O -0.57105 0.80464 -0.33967 -0.6173
H 0.00605 -0.98029 -1.67684 0.4154
```

Output
Spin multiplicity: 1
Relative energy (zero: lowest compared OMol25 entry of this formula, charge and spin), kcal per mole: 75.1
HOMO, eV: -9.7
Largest force on an atom, eV/A: 7.57


# 7
Here is the molecule C2HNO2S in a non-equilibrium geometry from the OMol25 dataset. Energies are from wB97M-V/def2-TZVPD.

XYZ file:
```
7
Properties=species:S:1:pos:R:3:mulliken_charge:R:1
N -2.00486 1.00212 -1.72323 -0.2789
C -1.25456 0.28961 -1.21970 0.1459
C -0.13516 -0.46182 -0.53509 0.6635
O 0.58061 -1.29064 -0.97662 -0.3573
O -0.05123 0.11284 0.83244 -0.2659
S 1.16798 -0.43433 1.77993 -0.0638
H 1.69723 0.78223 1.84227 0.1565
```

Output
Spin multiplicity: 1
Relative energy (zero: lowest compared OMol25 entry of this formula, charge and spin), kcal per mole: 54.5
SMILES: N#CC(=O)OS
HOMO, eV: -10.0
Largest force on an atom, eV/A: 4.03


# 8
Here is the molecule C2HNO2S2 in a non-equilibrium geometry from the OMol25 dataset. Energies are from wB97M-V/def2-TZVPD.

XYZ file:
```
8
Properties=species:S:1:pos:R:3:mulliken_charge:R:1
S -2.97048 -0.73136 -0.05703 -0.3670
C -1.55950 -0.17151 -0.01166 0.5495
O -1.03964 1.09767 -0.00131 -0.1550
N 0.37124 1.20508 -0.07922 -0.2885
C 0.61912 -0.12989 0.14698 0.4684
S 2.35332 -0.76835 -0.07008 -0.1601
O -0.35500 -1.00169 0.05496 -0.2148
H 2.58094 0.50005 0.01737 0.1675
```

Output
Spin multiplicity: 1
Relative energy (zero: lowest compared OMol25 entry of this formula, charge and spin), kcal per mole: 57.3
SMILES: S=c1onc(S)o1
HOMO, eV: -9.5
Largest force on an atom, eV/A: 6.08


# 9
Here is the molecule C2HNO2S2 in a non-equilibrium geometry from the OMol25 dataset. Energies are from wB97M-V/def2-TZVPD.

XYZ file:
```
8
Properties=species:S:1:pos:R:3:mulliken_charge:R:1
S 2.63085 -0.50500 0.10320 -0.2993
C 1.13370 -0.01917 -0.03110 0.3188
N 0.67107 1.33972 -0.06427 -0.1169
O -0.72354 1.34348 -0.07847 -0.1711
C -1.14208 0.07640 -0.14827 0.4283
S -2.61926 -0.51802 0.14396 -0.2691
O 0.00615 -0.75001 -0.32826 -0.2039
H 0.90653 1.89920 0.82557 0.3133
```

Output
Spin multiplicity: 1
Relative energy (zero: lowest compared OMol25 entry of this formula, charge and spin), kcal per mole: 41.0
SMILES: S=c1[nH]oc(=S)o1
HOMO, eV: -9.7
Largest force on an atom, eV/A: 2.89


# 10
Here is a cluster of 3 separate species, C2HNO3 in total in a non-equilibrium geometry from the OMol25 dataset. Energies are from wB97M-V/def2-TZVPD.

XYZ file:
```
7
Properties=species:S:1:pos:R:3:mulliken_charge:R:1
C 0.94458 1.70967 0.29504 0.0967
C 1.51424 -1.13509 0.02844 0.8936
N 1.24074 -0.33428 -0.91732 -0.6637
O 1.20694 -1.89810 0.89708 -0.6531
O 2.05954 2.03325 0.37045 -0.2224
O 2.59219 -1.02219 -0.83078 -0.4511
H -9.55823 0.64675 0.15709 -1.0000
```

Output
Spin multiplicity: 1
Net charge: -2
Relative energy (zero: lowest compared OMol25 entry of this formula, charge and spin), kcal per mole: 108.8
HOMO, eV: 1.9
Largest force on an atom, eV/A: 3.01


Among the records above, which one has the lowest largest force on an atom? C2HN5S


relative energy (zero: lowest compared OMol25 entry of this formula, charge and spin) of number 9 (C2HNO2S2)? 41.0 kcal per mole


Look up the spin multiplicity of the tenth one. 1